Entry 1:
Computed, not measured: 4 unconnected molecules or ions with the total composition C26H60N8O6PS at a distorted geometry, with ωB97M-V/def2-TZVPD.

Computed properties:
Gap between HOMO and LUMO = 0.272 Ha
E_HOMO = -0.383 hartree
LUMO energy = -3.024 eV
Net charge = +1
F_max = 2.209 eV/A

Last column: Löwdin charge in e.
Element x y z (Å)
1 H 0.1702 1.0525 7.4753  0.124
2 H -2.8421 -2.2084 -5.2724  0.035
3 H -2.6583 1.0081 6.5979  0.077
4 C 1.1763 -0.4923 -2.5544  -0.189
5 H 2.8527 -1.8812 -4.9637  0.116
6 C 1.4931 0.7598 -4.4009  -0.317
7 H 1.9621 -0.8929 3.1740  0.080
8 H -5.3950 -1.6244 2.0179  0.091
9 C -2.6902 -1.0751 2.2953  -0.198
10 H 3.3216 2.3723 -8.1319  0.079
11 H 0.8118 -1.1081 6.4678  0.131
12 C 2.8322 -3.3335 -3.5554  -0.204
13 C 2.1513 2.1856 5.2429  -0.115
14 H -4.1147 -1.0153 -5.4809  0.076
15 H 6.0350 -4.0934 -2.5410  0.072
16 H -0.1550 1.7392 5.8825  0.124
17 C -1.8489 -2.5337 -0.5182  -0.118
18 C -3.2543 4.4185 8.5191  -0.206
19 H -3.6574 2.4741 10.1567  0.083
20 H -5.2607 -1.3123 0.2766  0.088
21 H 2.0338 3.2587 -3.3062  0.015
22 H -2.4185 -0.2039 2.8981  0.126
23 O 1.8342 1.3657 6.3483  -0.181
24 C 2.2875 -0.6850 -1.5356  -0.221
25 H -2.9610 -1.2560 -6.7610  0.071
26 O -3.6779 -0.6595 1.3654  -0.192
27 H 4.4013 -4.7138 -4.0684  0.109
28 H -2.5270 -1.6982 -0.7147  0.088
29 H 3.5320 4.7868 -5.6662  0.001
30 H -0.8766 -2.3288 -0.9875  0.058
31 H -1.0316 -0.8032 0.9568  0.118
32 O 0.4865 -0.4962 4.5109  -0.210
33 C -1.2817 0.5977 -6.0470  -0.192
34 H 1.5807 2.6989 -7.5836  0.074
35 C -0.3298 -0.2378 -6.8921  -0.157
36 H 1.8092 3.2135 5.4090  0.088
37 O -2.0727 2.3382 8.0749  -0.206
38 N 0.9922 -0.4106 -4.8483  0.009
39 C -2.4506 3.5957 7.5364  -0.206
40 H 2.5387 -0.6432 4.8357  0.086
41 S -0.5948 -4.0847 -5.7260  0.849
42 H 1.2517 0.5955 -0.2747  0.072
43 O -1.6880 -2.7699 0.8611  -0.177
44 H -1.9612 1.0670 -6.7633  0.124
45 C -2.8977 1.2761 7.6347  -0.112
46 H -0.6982 -1.8205 2.3682  0.117
47 C 2.5222 2.1899 -7.4231  0.042
48 H 2.2232 -4.0650 -4.0937  0.101
49 H -2.2625 -3.4362 -0.9669  0.094
50 H -0.8304 -1.0982 -7.3390  0.106
51 C -1.4455 -1.5842 1.6065  -0.195
52 H 3.2356 2.1913 5.1406  0.089
53 C 1.7449 -1.0800 4.2258  -0.112
54 C -2.1842 -0.1309 -5.0417  -0.235
55 H 4.6767 -3.4532 -1.6482  0.070
56 N 0.9029 -0.6992 -6.2048  0.030
57 C -4.5299 3.1216 10.0419  -0.107
58 H -3.4552 5.3972 8.0727  0.127
59 C 0.4609 1.0128 6.4234  -0.204
60 C 2.7380 1.3375 -6.4186  -0.212
61 H -3.0154 3.4618 6.6078  0.128
62 H -0.7551 1.4181 -5.5523  0.101
63 H 4.1212 2.8203 -3.9995  0.026
64 N 2.5643 -1.9541 -3.9940  0.054
65 P 2.8356 3.1606 -4.4457  0.764
66 H 1.1278 -1.6686 -6.3786  0.109
67 H -0.8403 -0.6324 6.0455  0.116
68 H -3.0889 -1.8411 2.9676  0.131
69 H -2.6780 4.5775 9.4362  0.128
70 H 3.2547 0.3969 -6.5541  0.109
71 H 4.6819 -3.0870 -4.6489  0.104
72 N 1.0734 0.8921 -3.1099  0.161
73 O -4.5046 3.8216 8.8107  -0.189
74 H -5.4301 2.5096 10.0494  0.090
75 H 2.7946 1.0093 -0.4874  0.066
76 H 1.7186 -2.1625 4.3930  0.091
77 C 4.3075 -3.6629 -3.7982  -0.223
78 H -2.8565 0.6408 -4.6640  0.107
79 N 2.6579 4.3394 -5.4147  -0.233
80 C 5.2154 -3.3778 -2.5934  -0.097
81 H 5.6772 -2.3919 -2.6483  0.069
82 H 3.2747 -0.5958 -1.9885  0.119
83 H 0.0031 0.3937 -7.7195  0.106
84 H -1.6134 -0.5007 -4.1895  0.079
85 N 2.2643 1.6059 -5.0779  -0.109
86 N 0.1918 -2.4394 -3.6478  0.147
87 H -3.9569 1.5334 7.7003  0.087
88 C -3.0644 -1.2238 -5.6757  -0.092
89 C 0.2160 -0.3850 5.9026  -0.193
90 H 2.1935 -1.7127 -1.1776  0.115
91 C -4.7079 -1.6114 1.1658  -0.109
92 H 1.7084 1.8068 4.3173  0.080
93 H 2.6234 -3.4431 -2.4925  0.110
94 H -1.5290 4.1365 7.2976  0.125
95 H -4.5720 3.8198 10.8843  0.090
96 N 2.1849 0.2070 -0.3753  0.030
97 H 0.2620 -0.7213 -2.0037  0.124
98 C -0.1893 -3.1267 -4.5773  -0.767
99 H -2.7033 0.4150 8.2729  0.095
100 C 1.2196 -1.4347 -3.8202  -0.397
101 H 1.6327 1.4977 -2.5191  0.090
102 H -4.3063 -2.6164 1.0153  0.084


Entry 2:
Computed, not measured: a molecular structure, C4H16FeIN4S4 at a distorted geometry, with ωB97M-V/def2-TZVPD.

Computed properties:
Gap between HOMO and LUMO (alpha / beta) = 0.240 / 0.240 Ha
Energy above the lowest of the compared OMol25 structures with the same formula, charge and spin = 2.519 eV
E_HOMO (alpha / beta) = -0.143 / -0.143 hartree
LUMO energy (alpha / beta) = 2.648 / 2.648 eV
Net charge = -1
F_max = 4.418 eV/A

Last column: Löwdin charge in e.
Element x y z (Å)
1 N -0.6054 0.4584 -1.2510  -0.177
2 H 0.5142 1.7106 -2.5782  0.118
3 H 2.6635 0.6400 -2.0035  0.117
4 H 0.5081 -0.0308 -2.9102  0.066
5 S -0.2659 -2.8469 1.6803  -0.038
6 H -2.0737 1.3953 -0.1507  0.104
7 H -3.1897 -1.8786 1.1537  -0.007
8 N 0.0133 0.3508 1.4375  -0.147
9 C 0.5368 0.7146 -2.1134  -0.236
10 H -0.5635 0.2072 2.2569  0.036
11 H 0.8058 2.0733 0.6025  0.074
12 H -2.6359 -0.4743 0.5606  -0.053
13 H -3.2498 -1.6028 -0.4482  -0.047
14 C -0.1795 1.6779 0.8420  -0.242
15 N 1.7560 -0.7816 -0.6858  -0.041
16 H 0.9881 0.2765 1.7583  -0.288
17 H -1.3762 0.1373 -1.8260  0.042
18 S 0.4821 -1.9028 3.3405  -0.126
19 I -0.9416 -2.6386 -2.2711  0.132
20 H 2.2307 -0.7425 0.2301  -0.053
21 H -0.6526 2.3866 1.5262  0.114
22 Fe -0.3378 -1.3778 -0.1138  -0.168
23 C 1.8140 0.5295 -1.3232  -0.248
24 H 1.9218 1.2841 -0.5459  0.064
25 C -1.0361 1.5842 -0.4262  -0.195
26 S 2.5536 0.3647 2.0049  0.073
27 H -1.0003 2.5429 -0.9610  0.114
28 H 2.2212 -1.4838 -1.2466  0.089
29 S 2.4649 -1.4127 3.0027  -0.105
30 N -3.3661 -1.1606 0.4585  0.028


Entry 3:
Computed, not measured: a single C3H4N2O2 molecule at a distorted geometry, with ωB97M-V/def2-TZVPD.

Computed properties:
Gap between HOMO and LUMO = 0.328 Ha
Energy above the lowest of the compared OMol25 structures with the same formula, charge and spin = 3.722 eV
E_HOMO = -0.366 hartree
LUMO energy = -1.036 eV
F_max = 8.674 eV/A
SMILES = [H]/N=C(\C=O)NC=O

Last column: Löwdin charge in e.
Element x y z (Å)
1 O -1.0954 -0.7155 -2.7121  0.064
2 H -0.6259 1.8361 0.9006  0.091
3 H -0.0260 -1.7245 -1.4910  0.146
4 N 1.0688 -1.1177 0.6430  0.155
5 H -0.8262 1.0727 -0.7133  0.225
6 C 0.3050 -0.1184 0.4470  -0.384
7 C 0.1949 1.2747 1.2526  -0.128
8 O 1.0158 1.4473 2.1263  0.091
9 N -0.6368 -0.0763 -0.5354  0.069
10 H 1.2954 -1.0720 1.6779  0.091
11 C -0.6697 -0.8063 -1.5957  -0.418


Entry 4:
Computed, not measured: 12 unconnected molecules or ions with the total composition C33H75Br6N9O9 at a distorted geometry, with ωB97M-V/def2-TZVPD.

Computed properties:
Gap between HOMO and LUMO = 0.312 Ha
Energy above the lowest of the compared OMol25 structures with the same formula, charge and spin = 0.000 eV
E_HOMO = -0.318 hartree
LUMO energy = -0.177 eV
F_max = 2.146 eV/A
SMILES = CN(C)C=O.CN(C)C=O.CN(C)C=O.CN(C)C=O.CN(C)C=O.CN(C)C=O.CN(C)C=O.CN(C)C=O.CN(C)C=O.BrCCBr.BrCCBr.BrCCBr

Last column: Löwdin charge in e.
Element x y z (Å)
1 Br -0.8847 -7.4381 -1.8232  0.587
2 H -5.3409 3.2146 -0.0175  0.083
3 O 5.0864 -2.3227 -0.8308  -0.011
4 H -5.4592 -1.5981 4.2760  0.090
5 H -2.9340 5.3833 1.4543  0.088
6 H 1.5290 3.4535 -0.1360  0.057
7 H -4.4030 0.1188 -5.3789  0.130
8 C 2.5747 -0.1204 3.1150  -0.081
9 C 4.1306 -2.8547 -0.2976  -0.338
10 H -1.1036 1.2547 -3.3825  0.097
11 H -0.3664 6.3590 -1.6410  0.085
12 H 4.5878 -2.3301 2.9196  0.070
13 H -0.6424 -2.1773 0.5843  0.039
14 O 0.4336 2.2858 1.7464  -0.008
15 H 3.5506 -1.3368 5.1762  0.130
16 H -2.9491 -1.1492 3.3038  0.070
17 C 0.8196 -1.8393 -1.3934  -0.335
18 H -0.0870 -5.2161 -0.8058  0.033
19 H 1.5196 -1.4875 -2.1674  0.123
20 H 1.7928 4.8219 1.5299  0.130
21 O -4.4497 1.2643 -3.6554  0.007
22 H 1.7780 4.2346 -1.6748  0.031
23 H 3.6972 -4.6930 2.0028  0.094
24 H 5.9494 1.7743 -3.3606  0.068
25 C -0.7315 2.6021 1.8559  -0.300
26 H 1.2030 0.8538 -0.1557  0.002
27 H 5.3303 -1.3881 1.6072  0.076
28 C 1.1041 4.1922 -0.8123  -0.073
29 Br 4.4549 3.5995 -2.2968  0.624
30 H -3.2977 2.9462 2.0192  0.061
31 H -1.8210 -1.6314 -5.0035  0.035
32 Br -0.1980 -2.8998 3.3274  0.752
33 O 1.2803 6.7996 1.6453  -0.002
34 H -6.1285 0.4859 1.5892  0.140
35 H 2.5524 0.0041 -6.2176  0.135
36 Br 3.8425 0.9295 -0.2669  0.721
37 H -1.2761 -0.5449 -3.0356  0.074
38 N -3.5925 4.3332 -0.2131  -0.187
39 H 3.3063 -3.3038 -0.8643  0.123
40 C 2.3864 -0.7855 -5.4787  -0.309
41 H -3.6944 -2.5702 2.7276  0.086
42 H 0.0977 3.9161 -1.1353  0.056
43 H 5.8929 -3.0097 1.9354  0.098
44 N 3.5441 0.3811 4.0719  -0.175
45 H -1.5498 -0.7108 0.3199  0.081
46 C -1.0040 1.5057 4.0318  -0.023
47 H 2.5167 -3.9287 -5.7474  0.094
48 C -1.7688 0.3979 -3.2836  -0.050
49 C -1.0837 -3.8578 4.7993  -0.657
50 H 1.2999 -2.6967 -7.8864  0.088
51 O 2.4432 -0.6963 -4.2626  -0.016
52 C -3.5517 -1.5193 2.4652  -0.051
53 H -1.5124 0.5517 4.1838  0.072
54 C 2.1473 -2.1267 -7.5189  -0.057
55 H -2.9981 -5.3031 -1.7635  0.047
56 H 0.8396 -3.6079 -5.4471  0.067
57 H -6.4313 -2.2088 2.9108  0.092
58 H -3.2295 6.3770 0.0449  0.098
59 H -2.7299 -0.7806 -6.2770  0.082
60 H 2.2667 -1.1534 3.2667  0.037
61 H -3.5675 1.6057 3.1057  0.070
62 C 4.0331 1.7260 3.7880  -0.024
63 H 0.4136 -5.4660 4.8545  0.064
64 C -5.8891 -1.3494 3.3061  -0.045
65 H -1.4504 -5.8865 0.0439  0.053
66 H 3.0865 -2.6372 -7.7554  0.090
67 C 3.9839 -0.3228 5.1286  -0.364
68 H 6.2471 2.0067 -1.6456  0.050
69 O -4.3204 0.4743 0.6712  0.006
70 C -3.9176 0.5741 -4.5040  -0.338
71 Br -1.6059 -6.2688 6.2564  0.630
72 C -5.0900 0.1279 1.5497  -0.353
73 C -0.6597 -5.2924 4.8507  -0.715
74 H 1.3329 6.8890 -1.7934  0.092
75 Br -1.5248 -4.1032 -3.3341  0.658
76 H 1.9210 -3.0273 -4.2495  0.079
77 H 4.1193 2.2473 4.7421  0.090
78 C -2.0740 -4.7597 -1.5937  -0.676
79 H 3.2973 2.2237 3.1613  0.081
80 H -0.8069 -3.3917 5.7411  0.063
81 H -1.1356 -0.1935 -5.8759  0.087
82 C 1.8425 -3.1848 -5.3195  -0.035
83 H -2.3324 0.6023 -2.3687  0.081
84 C -2.0239 -0.6627 -5.4534  -0.055
85 C -1.0558 -5.6832 -0.9540  -0.693
86 H -0.3870 1.1045 -0.9581  0.075
87 H 2.2638 -1.1903 -8.0641  0.083
88 O -1.8931 3.3490 -1.3556  -0.008
89 O 0.7925 -3.0322 -1.0934  -0.067
90 C 1.3614 5.7252 1.0811  -0.349
91 C 4.9990 -2.3778 1.9134  -0.053
92 H -1.0073 -5.7849 3.9400  0.046
93 N 0.2883 -0.8407 -0.6798  -0.157
94 H 5.0187 1.7038 3.3217  0.095
95 H 1.7202 0.5469 3.0273  0.050
96 H 0.0048 1.2097 3.7495  0.056
97 N 3.9821 -2.9475 1.0504  -0.178
98 C -2.9598 2.4945 2.9541  -0.044
99 H -0.9869 2.1113 4.9345  0.097
100 N 0.9976 5.5120 -0.1939  -0.179
101 C -0.5411 -1.0987 0.4698  -0.073
102 C 4.5600 0.7595 -2.0931  -0.623
103 H 3.0589 -0.1709 2.1343  0.023
104 H -2.9989 -1.3974 1.5435  0.058
105 H -5.0576 4.3336 1.3358  0.084
106 N -4.8344 -0.8567 2.4279  -0.188
107 H -0.0767 -0.7083 1.3768  0.063
108 H -2.1220 -3.8312 4.4889  0.039
109 C 5.4652 1.9196 -2.3965  -0.664
110 N -1.5387 2.2179 2.8709  -0.156
111 H 0.3843 7.4298 -0.4853  0.086
112 C -3.0470 3.3428 -0.9743  -0.307
113 H 1.1018 0.6902 -1.9114  0.088
114 H 3.7377 0.7029 -2.8024  0.034
115 O 4.7643 0.1100 5.9565  0.007
116 C -2.8262 5.4128 0.3656  -0.040
117 H -3.1353 3.2201 3.7503  0.096
118 C 0.5618 6.5409 -1.1020  -0.061
119 H -2.2011 -3.9411 -0.8888  0.056
120 H -1.7752 5.3608 0.0966  0.065
121 C -4.9433 4.1921 0.2555  -0.079
122 H 2.3141 -4.3256 1.0108  0.080
123 H 5.1048 -0.1801 -2.0200  0.043
124 C 3.0455 -3.8701 1.6761  -0.065
125 H -6.5881 -0.5253 3.4463  0.085
126 H 2.5169 -3.4689 2.5469  0.021
127 C 0.5563 0.5573 -0.9801  -0.084
128 N 2.0970 -1.9697 -6.0674  -0.190
129 N -2.6317 0.1726 -4.4199  -0.180
130 H -5.6350 4.9270 -0.1772  0.092
131 H -1.2726 3.2721 1.1688  0.122
132 H -3.8004 2.5969 -1.2612  0.126


Sequential DFT total energy output: -72251.26524; -96200.23561; -10248.54313; -487531.50063 eV